1.
This record from the OMol25 dataset describes a molecular structure, C17H22B3F4N10O4Y. The level of theory is wB97M-V/def2-TZVPD.

Its orbital gap is 6.9 eV. The calculated total energy comes out at -55012.9786 eV. Its energy relative to the best compared isomer or geometry (same formula, charge and spin) is 0.0 kcal per mole. Its largest force on an atom is 0.571 eV/A. As for the net charge: +2. The value obtained for the HOMO energy is -0.5571 Ha.

Each line ends with the Mulliken charge.
CARTESIAN COORDINATES (ANGSTROEM)
Y -0.0251 0.1694 0.1467  1.415
C -1.0130 -3.0382 -3.2988  -1.719
C -0.5990 -1.9058 -2.4364  0.080
N -0.6777 -1.8439 -1.1600  0.617
O -1.1941 -2.9839 -0.4907  -0.518
B -3.5686 -1.9688 0.3562  0.714
F -3.8721 -3.0945 0.9661  -0.196
F -3.7463 -1.8279 -0.9438  -0.182
O -3.0883 -0.9455 1.1393  -0.801
N -2.5248 0.1371 0.4534  0.900
C -3.1710 1.2406 0.5188  0.166
C -4.4982 1.4473 1.1500  -1.821
C -2.4455 2.3642 -0.1725  0.724
N -1.1855 2.1700 -0.2132  0.263
O -0.4137 3.0174 -0.9542  -0.622
B -0.1514 2.4996 -2.3532  0.787
F 0.3623 3.4953 -3.0829  -0.249
F -1.3259 1.9007 -2.8235  -0.401
O 0.9256 1.3619 -2.3086  -0.461
N 0.4846 0.0946 -2.1185  -0.057
C -0.0462 -0.6209 -3.0292  1.267
C -0.1971 -0.2688 -4.4605  -1.896
C -3.1507 3.4954 -0.8244  -1.598
H -1.3803 -3.8773 -2.7182  0.379
H -0.1759 -3.3498 -3.9268  0.446
H -1.8010 -2.7021 -3.9770  0.393
H -4.7658 0.6236 1.8039  0.413
H -5.2589 1.5389 0.3692  0.447
H -4.5060 2.3841 1.7082  0.460
H 0.3928 0.6171 -4.6825  0.363
H -1.2432 -0.0441 -4.6797  0.351
H 0.1157 -1.0922 -5.1035  0.537
H -4.1202 3.6909 -0.3731  0.521
H -3.2947 3.2533 -1.8807  0.291
H -2.5291 4.3886 -0.7868  0.372
C -0.6810 -4.1820 1.6339  -0.732
C -0.2358 -3.3821 0.4573  0.418
N 0.4524 -2.2412 1.0358  0.103
N 0.5702 -2.4389 2.2591  0.098
C -0.0951 -3.6181 2.6939  -0.510
B 1.3881 -1.2986 3.1503  -0.110
N 0.3085 -0.3076 3.5393  -0.143
C -0.0153 0.1156 4.7779  -0.086
C -0.9303 1.1354 4.6637  -1.335
C -1.1118 1.2848 3.2901  -0.290
N -0.3696 0.4131 2.6070  0.295
N 2.4449 -0.7178 2.2283  -0.067
C 3.7725 -0.6776 2.4701  -0.167
C 4.3888 0.0283 1.4637  -1.164
C 3.3487 0.4026 0.6138  -0.228
N 2.1767 -0.0375 1.0745  0.031
H -1.2507 -5.0973 1.5955  0.519
H 0.5835 -3.9564 -0.0219  0.391
H -0.0657 -3.9034 3.7328  0.596
H 1.8527 -1.8695 4.0880  -0.010
H 0.4332 -0.3303 5.6505  0.473
H -1.3887 1.6998 5.4562  0.451
H -1.7340 1.9971 2.7721  0.580
H 4.1865 -1.1485 3.3468  0.464
H 5.4370 0.2446 1.3588  0.454
H 3.3907 0.9678 -0.3060  0.584

Force components x, y, z for each atom (eV/Å):
Y 0.4 0.0 0.4
C 0.0 0.0 0.0
C 0.0 0.0 -0.1
N -0.1 0.0 0.1
O 0.0 -0.1 0.0
B -0.1 -0.2 -0.1
F 0.1 0.1 0.0
F 0.0 0.1 0.0
O 0.0 0.0 0.1
N 0.1 0.0 0.0
C -0.1 0.0 0.0
C 0.0 0.0 0.0
C -0.1 0.0 -0.1
N 0.3 -0.2 -0.2
O 0.1 0.1 0.0
B -0.2 -0.2 -0.1
F 0.0 0.0 0.0
F 0.1 0.0 0.0
O 0.0 0.1 0.0
N -0.1 0.1 0.5
C -0.2 0.1 -0.2
C 0.0 0.0 0.0
C 0.0 0.0 0.0
H 0.0 0.0 0.0
H 0.0 0.0 0.0
H 0.0 0.0 0.0
H 0.0 0.0 0.0
H 0.0 0.0 0.0
H 0.0 0.0 0.0
H 0.0 0.0 0.0
H 0.0 0.0 0.0
H 0.0 0.0 0.0
H 0.0 0.0 0.0
H 0.0 0.0 0.0
H 0.0 0.0 0.0
C 0.1 0.1 -0.1
C -0.1 -0.1 -0.2
N -0.3 0.0 0.3
N 0.1 0.1 -0.1
C 0.0 -0.1 0.1
B 0.0 0.0 0.0
N 0.1 -0.1 0.0
C 0.0 0.0 0.0
C 0.0 0.1 0.0
C 0.0 0.0 0.0
N 0.1 -0.1 -0.2
N 0.0 0.0 0.1
C 0.0 0.0 0.0
C 0.0 0.0 0.0
C 0.0 0.0 0.0
N -0.1 0.1 0.0
H 0.0 0.0 0.0
H 0.0 0.0 0.0
H 0.0 0.0 0.0
H 0.0 0.1 -0.1
H 0.0 0.0 0.0
H 0.0 0.0 0.0
H 0.0 0.0 0.0
H 0.0 0.0 0.0
H 0.0 0.0 0.0
H 0.0 0.0 0.0



2.
This record from the OMol25 dataset describes a molecular structure, C17H22ClI2OP2Rh in a non-equilibrium geometry. The level of theory is wB97M-V/def2-TZVPD.

Its orbital gap (alpha / beta) is 8.4 / 4.0 eV. The calculated total energy comes out at -70326.1317 eV. Its energy relative to the best compared isomer or geometry (same formula, charge and spin) is 1.7 kcal per mole. As for the spin multiplicity: 5. Its largest force on an atom is 3.950 eV/A. As for the net charge: +2. The value obtained for the HOMO energy (alpha / beta) is -0.5543 / -0.5413 Ha.

Each line ends with the Mulliken charge.
CARTESIAN COORDINATES (ANGSTROEM)
I -4.8502 -1.8619 -2.5562  0.061
I -2.9777 2.6074 -1.1453  0.220
Rh -0.6500 0.2934 -0.9645  0.003
P -0.1160 0.4813 -3.2498  1.015
C -1.6331 0.6646 -4.2574  -0.857
C 0.9063 1.9651 -3.5579  -1.067
H 1.7235 -0.9930 -3.3032  0.394
H 1.1509 -0.7022 -4.9685  0.409
H 0.2533 -1.7852 -3.8548  0.346
C 0.8325 -0.8609 -3.9260  -1.128
H 1.8125 1.8283 -2.9620  0.408
H 1.1709 2.0706 -4.6235  0.407
H -1.4030 0.8446 -5.3282  0.411
H -2.1980 1.4955 -3.7982  0.214
H 0.3716 2.8342 -3.1814  0.312
H -2.2076 -0.2645 -4.1058  0.202
C -2.4300 0.0243 -0.7776  0.059
O -3.4733 -0.2493 -0.3541  -0.270
Cl 1.7706 0.2789 -0.9520  -0.438
C -2.1186 -0.6591 2.1233  -1.266
P -0.5570 -0.2745 1.3016  0.794
C 0.1382 1.1973 2.1109  1.081
C -0.7550 2.2607 2.3608  -0.640
C -0.2582 3.4776 2.7927  -0.691
C 1.0908 3.7114 2.9739  -0.522
C 1.9786 2.6347 2.7246  -0.758
C 1.5029 1.4124 2.2776  -0.438
C 0.4303 -1.7763 1.5722  0.985
C 1.4744 -1.8570 2.4650  -0.258
C 2.2641 -3.0087 2.5775  -0.830
C 1.9389 -4.1462 1.8202  -0.493
C 0.8241 -4.0971 0.9803  -0.759
C 0.0872 -2.9212 0.8479  -0.730
H -2.8806 0.1103 1.9636  0.506
H -1.8120 -0.6882 3.1822  0.476
H -2.5163 -1.6486 1.8610  0.448
H -1.7961 2.1140 2.1281  0.352
H -1.0290 4.2769 2.9197  0.375
H 1.4906 4.6473 3.3301  0.456
H 3.0441 2.7138 2.8684  0.450
H 2.2037 0.6416 1.9832  0.542
H 1.7496 -0.9844 3.0657  0.571
H 3.1167 -2.9244 3.2168  0.449
H 2.5391 -5.0478 1.9309  0.419
H 0.5156 -4.9420 0.3835  0.427
H -0.7190 -2.8937 0.1048  0.356

Force components x, y, z for each atom (eV/Å):
I -0.1 -0.1 -0.2
I 0.1 1.0 0.0
Rh 3.0 1.0 -0.1
P -0.1 0.9 -1.7
C 0.1 -0.1 0.6
C 0.0 -0.3 0.4
H -0.1 0.0 -0.2
H -0.3 0.2 0.3
H 0.0 0.0 -0.2
C 0.4 -1.0 0.2
H -0.1 0.2 -0.2
H -0.4 -0.1 0.4
H -0.1 -0.1 0.7
H 0.2 -0.3 -0.6
H 0.1 0.2 -0.2
H 0.0 0.4 -0.3
C -3.2 -2.1 1.0
O 1.6 0.6 -1.1
Cl -1.1 0.0 0.3
C -0.2 0.2 0.6
P 1.1 -0.7 1.9
C -0.8 -0.6 -0.8
C 0.6 0.0 -0.2
C -2.2 1.0 -0.1
C 0.7 -1.2 0.1
C -0.4 -0.4 0.0
C 0.8 0.3 -0.3
C -0.7 0.1 -0.5
C 1.3 0.4 0.7
C -1.1 0.3 -0.8
C 0.0 0.5 0.5
C -0.1 0.4 0.0
C 0.0 -0.2 -0.6
H 0.1 -0.2 0.2
H -0.3 0.0 -0.2
H 0.2 0.3 -0.2
H -0.3 0.3 0.2
H 1.0 -0.6 0.1
H -0.1 0.2 -0.1
H 0.1 0.3 0.0
H 0.0 0.1 0.1
H -0.1 -0.5 -0.1
H 0.3 -0.4 0.3
H -0.2 0.2 -0.2
H 0.1 -0.2 0.1
H 0.2 -0.1 0.3